Record 1
{"formula": "C55H56AsBr2IrOP2S", "method": "ωB97M-V with the def2-TZVPD basis set", "charge": 2, "gap_ev": [4.5, 4.5], "multiplicity": 1, "homo_energy_ev": [-11.767, -11.769], "symbols": ["Ir", "Br", "C", "Br", "H", "H", "C", "C", "C", "C", "C", "C", "P", "C", "C", "C", "C", "C", "C", "C", "C", "C", "C", "C", "C", "C", "C", "C", "C", "H", "H", "H", "H", "H", "H", "H", "H", "H", "H", "H", "H", "H", "H", "H", "H", "C", "C", "As", "C", "C", "C", "C", "C", "C", "C", "C", "C", "C", "C", "C", "P", "C", "C", "C", "C", "C", "C", "C", "C", "C", "C", "C", "C", "H", "H", "H", "H", "H", "H", "H", "H", "H", "H", "H", "H", "H", "H", "H", "H", "H", "H", "H", "H", "H", "H", "H", "H", "C", "C", "C", "S", "O", "C", "C", "C", "H", "H", "H", "H", "H", "H", "H", "H", "H", "H", "H", "H", "H", "H"], "coordinates": [[1.63, 0.71, 0.65], [5.84, 0.07, 1.34], [5.65, -0.08, -0.57], [3.83, 0.31, -1.19], [5.88, -1.10, -0.87], [6.31, 0.63, -1.05], [3.63, -5.04, 4.76], [2.40, -4.41, 4.90], [2.12, -3.26, 4.17], [3.09, -2.75, 3.31], [4.31, -3.39, 3.16], [4.58, -4.53, 3.89], [2.81, -1.18, 2.42], [1.00, -1.23, 2.12], [0.36, 0.07, 2.32], [-1.07, 0.30, 2.15], [-1.87, -0.35, 1.29], [-1.32, -1.34, 0.32], [0.56, -2.38, 1.56], [3.06, 0.08, 3.70], [3.35, -0.25, 5.00], [3.73, 0.74, 5.92], [3.94, 2.02, 5.49], [3.70, 2.39, 4.15], [4.02, 3.67, 3.66], [3.83, 3.98, 2.34], [3.21, 3.06, 1.49], [2.82, 1.81, 1.92], [3.17, 1.42, 3.25], [3.83, -5.93, 5.33], [1.66, -4.80, 5.58], [1.17, -2.77, 4.29], [5.05, -2.99, 2.48], [5.53, -5.03, 3.79], [0.74, 0.57, 3.21], [-1.49, 1.07, 2.78], [-2.93, -0.16, 1.28], [-2.12, -1.68, -0.36], [1.23, -3.24, 1.56], [3.29, -1.28, 5.33], [3.88, 0.48, 6.95], [4.31, 2.78, 6.17], [4.44, 4.40, 4.34], [4.13, 4.94, 1.96], [3.05, 3.35, 0.46], [-1.60, 0.80, -1.45], [-2.79, 0.17, -2.20], [-4.12, -0.93, -1.16], [-5.47, 0.33, -0.52], [-5.80, 0.26, 0.83], [-6.84, 1.01, 1.34], [-7.56, 1.84, 0.49], [-7.23, 1.92, -0.85], [-6.19, 1.17, -1.36], [-5.09, -1.89, -2.56], [-5.48, -3.19, -2.25], [-6.29, -3.91, -3.11], [-6.73, -3.32, -4.29], [-6.32, -2.04, -4.61], [-5.49, -1.32, -3.76], [-0.22, -0.23, -0.73], [0.45, -1.19, -2.12], [0.12, -0.96, -3.45], [0.66, -1.76, -4.45], [1.55, -2.77, -4.13], [1.95, -2.94, -2.82], [1.41, -2.15, -1.82], [-0.81, -2.64, 1.02], [-0.80, -3.75, 0.02], [-1.59, -4.86, 0.12], [-2.45, -5.05, 1.21], [-2.48, -4.09, 2.23], [-1.72, -2.96, 2.18], [-1.97, 1.40, -0.61], [-1.09, 1.50, -2.12], [-2.44, -0.48, -3.00], [-3.35, 0.99, -2.65], [-5.24, -0.41, 1.48], [-7.09, 0.95, 2.38], [-8.37, 2.44, 0.88], [-7.80, 2.58, -1.50], [-5.94, 1.25, -2.41], [-5.14, -3.64, -1.32], [-6.58, -4.92, -2.87], [-7.37, -3.87, -4.96], [-6.65, -1.59, -5.54], [-5.17, -0.33, -4.04], [-0.55, -0.16, -3.73], [0.36, -1.59, -5.47], [1.95, -3.40, -4.91], [2.69, -3.69, -2.58], [1.74, -2.28, -0.79], [-0.15, -3.63, -0.83], [-1.54, -5.61, -0.65], [-3.06, -5.93, 1.28], [-3.12, -4.25, 3.08], [-1.73, -2.25, 2.99], [2.77, 6.42, -0.36], [1.49, 6.31, -1.17], [0.80, 4.98, -0.93], [1.81, 3.57, -1.57], [1.13, 2.36, -0.98], [1.19, 3.56, -3.31], [2.24, 4.03, -4.30], [3.51, 3.18, -4.24], [3.21, 7.41, -0.47], [3.51, 5.69, -0.69], [2.57, 6.26, 0.70], [1.70, 6.45, -2.23], [0.80, 7.11, -0.86], [-0.19, 4.93, -1.38], [0.70, 4.80, 0.14], [0.28, 4.16, -3.37], [0.93, 2.51, -3.48], [2.49, 5.07, -4.13], [1.81, 3.95, -5.30], [4.02, 3.33, -3.29], [4.18, 3.47, -5.04], [3.27, 2.13, -4.35]], "mulliken_charge": [1.9825, -0.0199, -0.7549, -0.0082, 0.4393, 0.4788, -0.6082, -0.8729, -0.2581, 0.4183, -0.4744, -0.7205, 0.7908, -0.7028, -0.1959, -0.9863, -0.7780, 0.5689, -2.1906, 1.0051, -0.5859, -1.1874, -0.8408, 0.6599, -1.0041, -1.3386, -0.4295, -0.0483, 0.5995, 0.4312, 0.4557, 0.5254, 0.4007, 0.4549, 0.8425, 0.5769, -0.2321, -0.6567, 0.7859, 0.4632, 0.4382, 0.4706, 0.4221, 0.5144, 0.6362, -1.4256, -1.4939, 0.6031, 0.5709, -0.1712, -0.7389, -0.4828, -0.7217, -0.3559, 0.3913, -0.4072, -0.6139, -0.4942, -0.7288, -0.1441, 1.1553, 1.4570, -0.7568, -1.0307, -0.8808, -0.8603, -0.8093, 3.7261, -1.0131, -0.8555, -0.4661, -1.0434, -0.5546, 0.6506, 0.4580, 0.4587, 0.7972, 0.4119, 0.4102, 0.4015, 0.4133, 0.1706, 0.3275, 0.4085, 0.3943, 0.3963, 0.3036, 0.4705, 0.5204, 0.4551, 0.5683, 0.6550, 0.1725, 0.5652, 0.5068, 0.5464, 0.4253, -1.0207, -0.5362, -0.8058, 0.6022, -1.2296, -0.5263, -0.4564, -1.1191, 0.4562, 0.2494, 0.2619, 0.1547, 0.4178, 0.5727, 0.5357, 0.5179, 0.1282, 0.2165, 0.4208, 0.2979, 0.4231, 0.2297]}

Record 2
{"formula": "C55H57ClF8N2OS", "method": "ωB97M-V with the def2-TZVPD basis set", "gap_ev": 8.2, "multiplicity": 1, "homo_energy_ev": -7.635, "symbols": ["C", "C", "C", "C", "N", "C", "C", "C", "C", "C", "C", "C", "C", "S", "C", "C", "Cl", "C", "C", "C", "C", "N", "C", "C", "O", "C", "C", "F", "F", "C", "F", "F", "C", "F", "F", "C", "F", "F", "H", "H", "H", "H", "H", "H", "H", "H", "H", "H", "H", "H", "H", "H", "H", "H", "H", "H", "H", "H", "H", "H", "H", "H", "H", "H", "H", "C", "C", "C", "C", "C", "C", "H", "H", "H", "H", "H", "H", "C", "C", "C", "C", "C", "C", "H", "H", "H", "H", "H", "H", "C", "C", "C", "C", "C", "C", "H", "H", "H", "H", "H", "H", "C", "C", "C", "C", "C", "C", "H", "H", "H", "H", "H", "H", "C", "C", "C", "C", "C", "C", "H", "H", "H", "H", "H", "H"], "coordinates": [[3.06, -3.41, 3.58], [2.71, -4.39, 2.45], [1.96, -5.64, 2.92], [0.60, -5.42, 3.56], [-0.49, -5.14, 2.62], [-0.60, -3.88, 2.04], [-0.21, -2.71, 2.69], [-0.34, -1.46, 2.10], [0.10, -0.25, 2.87], [-1.04, 0.41, 3.67], [-0.88, -1.35, 0.82], [-1.29, -2.51, 0.18], [-1.16, -3.76, 0.76], [-2.02, -2.46, -1.43], [-1.21, -1.03, -2.06], [-1.02, -0.87, -3.43], [-1.59, -2.09, -4.52], [-0.42, 0.26, -3.95], [0.02, 1.24, -3.08], [-0.16, 1.10, -1.72], [-0.78, -0.02, -1.20], [-1.01, -0.07, 0.21], [-2.24, 0.66, 0.58], [-2.02, 2.14, 0.91], [-0.65, 2.42, 1.12], [-0.43, 3.77, 1.42], [0.85, 3.94, 2.22], [0.80, 3.26, 3.39], [0.92, 5.27, 2.53], [2.14, 3.58, 1.44], [1.96, 2.44, 0.73], [2.35, 4.58, 0.55], [3.44, 3.41, 2.29], [4.48, 3.76, 1.50], [3.41, 4.24, 3.35], [3.73, 1.96, 2.74], [2.73, 1.48, 3.51], [4.87, 1.99, 3.49], [2.64, -3.71, 4.53], [2.66, -2.42, 3.37], [4.14, -3.30, 3.70], [2.14, -3.88, 1.67], [3.63, -4.72, 1.97], [1.86, -6.34, 2.10], [2.59, -6.12, 3.68], [0.63, -4.66, 4.33], [0.33, -6.34, 4.08], [-0.51, -5.86, 1.92], [0.21, -2.76, 3.68], [0.85, -0.58, 3.59], [0.57, 0.47, 2.20], [-0.88, 0.30, 4.74], [-1.99, -0.08, 3.46], [-1.14, 1.47, 3.44], [-1.47, -4.64, 0.21], [-0.29, 0.34, -5.02], [0.48, 2.13, -3.48], [0.18, 1.88, -1.05], [-2.93, 0.62, -0.27], [-2.72, 0.13, 1.40], [-2.59, 2.40, 1.80], [-2.37, 2.75, 0.07], [-1.24, 4.15, 2.06], [-0.38, 4.39, 0.53], [3.90, 1.32, 1.88], [-4.84, 5.61, 5.20], [-4.03, 6.64, 4.73], [-2.70, 6.38, 4.40], [-2.19, 5.10, 4.55], [-3.00, 4.07, 5.02], [-4.32, 4.33, 5.35], [-5.87, 5.81, 5.45], [-4.43, 7.64, 4.62], [-2.07, 7.18, 4.03], [-1.16, 4.90, 4.30], [-2.59, 3.08, 5.14], [-4.96, 3.53, 5.72], [-8.30, -2.52, -0.26], [-7.49, -1.45, -0.59], [-6.14, -1.66, -0.86], [-5.61, -2.93, -0.80], [-6.42, -4.01, -0.46], [-7.77, -3.80, -0.19], [-9.35, -2.36, -0.05], [-7.90, -0.45, -0.64], [-5.50, -0.82, -1.12], [-4.55, -3.08, -1.01], [-6.01, -5.01, -0.41], [-8.40, -4.64, 0.07], [4.41, -8.82, -0.68], [3.96, -8.45, 0.58], [4.77, -7.67, 1.40], [6.03, -7.27, 0.96], [6.48, -7.65, -0.29], [5.67, -8.42, -1.11], [3.78, -9.42, -1.32], [2.99, -8.76, 0.92], [4.42, -7.37, 2.38], [6.65, -6.66, 1.60], [7.46, -7.34, -0.63], [6.02, -8.72, -2.09], [-0.11, 0.95, -7.85], [-0.47, 2.26, -7.60], [0.16, 3.29, -8.29], [1.15, 3.00, -9.22], [1.51, 1.69, -9.46], [0.88, 0.66, -8.78], [-0.61, 0.14, -7.32], [-1.24, 2.49, -6.87], [-0.12, 4.32, -8.09], [1.64, 3.81, -9.75], [2.28, 1.46, -10.18], [1.15, -0.37, -8.97], [2.46, 7.08, -3.25], [2.45, 6.12, -2.25], [2.32, 4.78, -2.58], [2.18, 4.40, -3.91], [2.19, 5.37, -4.91], [2.33, 6.71, -4.58], [2.58, 8.13, -2.99], [2.56, 6.42, -1.22], [2.31, 4.02, -1.81], [2.08, 3.36, -4.17], [2.09, 5.07, -5.95], [2.34, 7.46, -5.36]], "mulliken_charge": [-0.9073, -0.1117, -0.3301, -1.2130, -0.2295, 0.3175, -0.7129, -0.3005, 0.4907, -1.0859, -1.3874, 1.0903, -0.7764, -0.4159, 0.4779, 0.7985, -0.2814, -0.6602, -0.9059, -0.5510, -0.8754, 1.2939, -0.6752, -1.4747, 0.3083, -1.1985, 1.1410, -0.2947, -0.3396, 0.5704, -0.2505, -0.2212, 0.5631, -0.3229, -0.3041, 0.1284, -0.1868, -0.3080, 0.3227, -0.0775, 0.3939, 0.1315, 0.4187, 0.2149, 0.3707, 0.3820, 0.3771, 0.3005, 0.4765, 0.6406, -0.4380, 0.5380, 0.4870, -0.2815, 0.4002, 0.3409, 0.4844, 0.4709, 0.4326, 0.6865, 0.4998, 0.5309, 0.3409, 0.2998, 0.3056, -0.4024, -0.3922, -0.4485, -0.2627, -0.3524, -0.5240, 0.3681, 0.3706, 0.4037, 0.4580, 0.4168, 0.3850, -0.3914, -0.4405, -0.3334, 0.0868, -0.5649, -0.3636, 0.3583, 0.3670, 0.3645, 0.1913, 0.3672, 0.3607, -0.4068, -0.4684, -0.1531, -0.5054, -0.3372, -0.4060, 0.3614, 0.3698, 0.4693, 0.3674, 0.3563, 0.3569, -0.2644, -0.4614, -0.3484, -0.4864, -0.3201, -0.5230, 0.4974, 0.4125, 0.4255, 0.3724, 0.3649, 0.3719, -0.4740, -0.3395, -0.1605, -0.5808, -0.3882, -0.4950, 0.3749, 0.3950, 0.3551, 0.5185, 0.4496, 0.3695]}